No. 1
The following is a DFT calculation (ωB97M-V with the def2-TZVPD basis set) of a molecular structure, C27H35BF4N4P2Pb.

Properties
LUMO energy ... -1.38 eV
E_tot ... -69902.2065 eV
Net charge ... 0
Energy above the lowest of the compared OMol25 structures with the same formula, charge and spin ... 0.0 kcal per mole
Highest occupied orbital energy ... -0.3133 hartree

The geometry in XYZ format:
```
74
C27H35BF4N4P2Pb ωB97M-V with the def2-TZVPD basis set
Pb -2.52 -2.93 6.12
C -3.60 -3.65 1.31
C -2.30 -3.32 1.31
C -1.66 -2.10 0.70
C -1.57 -0.82 1.58
C -2.82 -0.39 2.29
C -4.09 -0.66 1.94
C -4.53 -1.33 0.67
C -4.74 -2.85 0.77
C -3.70 -1.15 5.96
H -3.91 -4.58 1.79
H -1.57 -3.99 1.78
H -2.13 -1.86 -0.27
H -0.61 -2.39 0.50
H -0.79 -0.98 2.35
H -1.20 0.00 0.94
H -2.63 0.26 3.16
H -4.92 -0.30 2.56
H -3.84 -1.09 -0.16
H -5.51 -0.90 0.42
H -5.63 -3.04 1.41
H -4.99 -3.24 -0.24
H -4.71 -1.39 6.31
H -3.66 -0.92 4.89
H -3.24 -0.36 6.58
P 1.98 2.64 -0.79
P 2.77 -0.26 -1.45
N 0.63 3.69 -1.23
N 3.06 4.01 -0.42
N 1.65 -0.92 -2.63
N 4.02 -1.47 -1.74
C 2.59 2.33 -2.52
C 3.48 1.08 -2.55
C -0.69 3.37 -0.88
C -1.54 4.24 -1.55
C -0.73 5.11 -2.35
C 0.59 4.75 -2.15
C 3.54 4.20 0.88
C 4.49 5.23 0.87
C 4.60 5.68 -0.49
C 3.71 4.93 -1.25
C 0.41 -1.44 -2.23
C -0.34 -1.75 -3.35
C 0.45 -1.40 -4.50
C 1.66 -0.90 -4.02
C 4.48 -2.05 -2.94
C 5.66 -2.73 -2.68
C 5.97 -2.54 -1.29
C 4.97 -1.76 -0.74
H 3.15 3.18 -2.94
H 1.70 2.19 -3.16
H 3.63 0.73 -3.58
H 4.48 1.30 -2.14
H -0.87 2.57 -0.19
H -2.62 4.25 -1.48
H -1.08 5.91 -2.99
H 1.50 5.15 -2.58
H 3.17 3.59 1.69
H 5.04 5.61 1.72
H 5.25 6.47 -0.86
H 3.51 4.98 -2.31
H 0.19 -1.53 -1.17
H -1.33 -2.18 -3.37
H 0.18 -1.51 -5.54
H 2.52 -0.54 -4.57
H 3.92 -1.94 -3.85
H 6.24 -3.29 -3.40
H 6.84 -2.93 -0.77
H 4.81 -1.38 0.25
F -4.58 -3.87 4.53
B -5.43 -4.15 5.67
F -6.30 -3.10 5.90
F -6.01 -5.39 5.60
F -4.44 -4.17 6.87
```

Atom charges from the Mulliken analysis, given in e for atoms 1 to 2: 1.0282 -0.7898

---

No. 2
The following is a DFT calculation (ωB97M-V with the def2-TZVPD basis set) of 2 unconnected molecules or ions with the total composition C27H35BN2O6.

Properties
LUMO energy ... -1.90 eV
E_tot ... -44511.0851 eV
Net charge ... 0
Energy above the lowest of the compared OMol25 structures with the same formula, charge and spin ... 13.4 kcal per mole
Highest occupied orbital energy ... -0.2623 hartree

The geometry in XYZ format:
```
71
C27H35BN2O6 ωB97M-V with the def2-TZVPD basis set
C -0.44 -5.18 -4.04
N -1.15 -4.77 -2.83
C -2.25 -5.67 -2.42
C -3.04 -5.14 -1.23
C -2.09 -4.65 -0.13
C -1.15 -3.61 -0.68
C -0.73 -3.70 -2.03
C 0.12 -2.70 -2.53
C 0.59 -1.70 -1.72
C 0.25 -1.65 -0.35
C 0.77 -0.68 0.54
C 1.95 0.08 0.36
C 2.20 1.22 1.17
C 3.33 1.98 1.01
C 4.29 1.64 0.03
N 5.39 2.48 -0.20
C 6.45 2.20 -1.18
C 5.54 3.80 0.45
C 4.24 4.30 1.09
C 3.58 3.17 1.89
C 4.09 0.47 -0.71
C 2.96 -0.28 -0.56
C -0.67 -2.61 0.13
H 0.44 -4.58 -4.22
H -0.12 -6.22 -3.95
H -1.10 -5.09 -4.91
H -2.90 -5.82 -3.29
H -1.82 -6.65 -2.19
H -3.67 -4.31 -1.55
H -3.72 -5.91 -0.83
H -2.64 -4.24 0.72
H -1.50 -5.49 0.26
H 0.38 -2.70 -3.57
H 1.19 -0.91 -2.14
H 0.24 -0.53 1.47
H 1.47 1.51 1.90
H 6.34 1.22 -1.65
H 6.44 2.95 -1.96
H 7.43 2.22 -0.69
H 6.33 3.73 1.21
H 5.90 4.52 -0.30
H 4.42 5.18 1.72
H 3.55 4.63 0.30
H 2.65 3.52 2.36
H 4.24 2.87 2.71
H 4.84 0.13 -1.41
H 2.85 -1.21 -1.10
H -0.99 -2.56 1.15
C -4.85 0.35 -1.46
C -4.10 0.42 -0.18
O -3.75 1.65 0.21
B -3.08 1.83 1.46
H -2.09 1.13 1.41
O -2.61 3.17 1.66
C -1.74 3.70 0.78
C -1.37 5.11 1.03
O -1.26 3.11 -0.17
O -3.84 1.35 2.57
C -3.29 1.31 3.79
C -4.20 0.87 4.88
O -2.14 1.60 4.05
O -3.86 -0.60 0.43
H -4.92 1.35 -1.88
H -4.34 -0.29 -2.17
H -5.86 -0.02 -1.30
H -1.84 5.45 1.95
H -0.29 5.21 1.13
H -1.71 5.75 0.22
H -5.16 0.59 4.46
H -3.78 0.01 5.40
H -4.36 1.67 5.60
```

Atom charges from the Mulliken analysis, given in e for atoms 1 to 2: -1.0996 0.0767

---

No. 3
The following is a DFT calculation (ωB97M-V with the def2-TZVPD basis set) of a molecular structure, C27H35FHfN4P2.

Properties
LUMO energy ... -9.62 eV
E_tot ... -57105.4556 eV
Net charge ... +2
Energy above the lowest of the compared OMol25 structures with the same formula, charge and spin ... 78.4 kcal per mole
Highest occupied orbital energy ... -0.4702 hartree

The geometry in XYZ format:
```
70
C27H35FHfN4P2 ωB97M-V with the def2-TZVPD basis set
Hf 0.96 -2.06 1.36
C -1.30 1.99 4.66
C -1.58 1.24 3.62
C -0.89 1.21 2.29
C 0.43 0.29 2.20
C 1.56 0.55 3.19
C 1.56 1.37 4.29
C 1.14 2.78 4.12
C -0.24 3.07 4.73
C 1.41 -2.34 3.73
H -1.87 1.81 5.59
H -2.36 0.45 3.66
H -0.65 2.18 1.87
H -1.57 0.76 1.54
H -0.12 -0.72 2.40
H 0.84 0.40 1.17
H 2.44 -0.10 3.01
H 1.77 0.99 5.31
H 1.10 3.00 3.05
H 1.88 3.43 4.60
H -0.10 3.28 5.79
H -0.66 3.96 4.24
H 0.59 -1.74 4.24
H 2.38 -1.99 4.19
H 1.21 -3.35 4.17
P 1.53 -1.16 -0.83
P -2.17 -0.42 -0.76
N 2.92 0.01 -1.27
N 2.17 -2.36 -2.10
N -2.52 1.32 -1.28
N -3.70 -0.88 -1.58
C 0.36 -0.28 -1.98
C -1.01 -0.97 -2.09
C 3.85 0.40 -0.33
C 4.81 1.20 -0.95
C 4.44 1.30 -2.33
C 3.27 0.58 -2.48
C 2.33 -3.70 -1.76
C 2.71 -4.41 -2.89
C 2.75 -3.49 -3.98
C 2.42 -2.25 -3.46
C -2.63 2.34 -0.32
C -2.30 3.56 -0.91
C -2.11 3.33 -2.31
C -2.27 1.95 -2.49
C -4.45 -0.27 -2.60
C -5.42 -1.16 -3.05
C -5.26 -2.37 -2.30
C -4.21 -2.17 -1.41
H 0.81 -0.21 -2.99
H 0.26 0.75 -1.59
H -1.44 -0.82 -3.10
H -0.92 -2.07 -1.96
H 3.73 0.07 0.70
H 5.65 1.66 -0.48
H 4.94 1.84 -3.12
H 2.67 0.46 -3.38
H 2.17 -4.03 -0.75
H 2.93 -5.47 -2.93
H 2.95 -3.69 -5.02
H 2.39 -1.30 -3.98
H -3.00 2.14 0.66
H -2.18 4.51 -0.40
H -1.88 4.06 -3.07
H -2.31 1.40 -3.42
H -4.26 0.74 -2.90
H -6.14 -0.95 -3.82
H -5.85 -3.26 -2.41
H -3.79 -2.81 -0.66
F -0.17 -3.56 1.03
```

Atom charges from the Mulliken analysis, given in e for atoms 1 to 2: 1.3432 -0.6225

---

Q: The highest highest occupied orbital energy belongs to which entry?
A: C27H35BN2O6